(i)
13
Properties=species:S:1:pos:R:3 method="wB97M-V/def2-TZVPD" e_lumo_ev=0.15 homo_energy_ev=-7.207 charge=0
C -0.586 0.190 0.566
C -1.202 0.863 -0.672
N 1.369 1.205 0.679
N -0.163 -1.073 0.703
N -0.091 -2.024 -0.202
N 2.349 0.745 0.300
S 3.407 -0.006 -0.491
H -0.800 0.711 1.558
H -1.083 1.812 -0.363
H -2.207 0.483 -0.811
H -0.698 0.532 -1.674
H 0.226 -1.489 1.511
H -0.521 -1.947 -1.102

(ii)
13
Properties=species:S:1:pos:R:3 method="wB97M-V/def2-TZVPD" e_lumo_ev=0.51 homo_energy_ev=-8.449 charge=0
C -0.260 1.123 -0.013
C -0.513 -2.038 -0.291
H 1.605 2.628 -0.364
H 2.329 1.629 1.542
H -0.318 2.038 -0.476
H -1.486 -1.296 1.499
H 0.163 -2.818 0.045
H -0.781 -0.796 -1.628
N 1.913 1.585 0.435
N 0.880 0.643 0.405
N -1.397 -1.230 0.388
N -0.279 -1.691 -1.534
S -1.856 0.224 -0.007

It is (ii) that is the least stable of them.

(i)
13
Properties=species:S:1:pos:R:3 method="wB97M-V/def2-TZVPD" e_lumo_ev=0.51 smiles="C=NNC(=S)NN" homo_energy_ev=-8.329 charge=0
C 2.526 -0.381 0.445
N 1.772 -0.522 -0.655
N 0.443 -0.427 -0.373
C -0.202 0.781 -0.168
S 0.603 2.283 -0.160
N -1.522 0.722 0.280
N -2.432 -0.414 0.019
H 3.722 -0.452 0.471
H 2.060 -0.347 1.526
H -0.044 -1.066 -0.960
H -2.089 1.721 0.000
H -2.611 -0.519 -1.032
H -2.228 -1.378 0.608

(ii)
13
Properties=species:S:1:pos:R:3 method="wB97M-V/def2-TZVPD" e_lumo_ev=0.73 homo_energy_ev=-8.085 charge=0
N -2.077 -1.478 -0.156
N -2.108 -0.051 0.071
C -0.971 0.646 0.135
N 0.215 0.132 0.004
C 1.243 1.004 0.009
N 2.419 0.657 -0.175
S 2.837 -0.992 0.118
H -1.037 -1.640 -0.626
H -1.784 -1.846 0.793
H -2.970 0.369 -0.133
H -1.190 1.781 0.352
H 1.221 2.068 -0.021
H 4.200 -0.649 -0.371

(iii)
13
Properties=species:S:1:pos:R:3 method="wB97M-V/def2-TZVPD" e_lumo_ev=0.53 homo_energy_ev=-8.745 charge=0
H 1.292 -0.081 2.535
N 0.797 -0.891 2.121
C 0.339 -0.636 0.934
N 0.350 0.603 0.284
S 0.741 1.899 1.381
C -0.727 0.789 -0.691
N -0.894 -0.068 -1.671
N 0.009 -1.010 -1.941
H -0.365 -1.364 0.526
H -0.613 1.843 2.059
H -1.675 1.334 -0.553
H 1.149 -0.861 -2.018
H -0.405 -1.559 -2.967

It is (i) that is the least stable of them.

(i)
61
Properties=species:S:1:pos:R:3 method="wB97M-V/def2-TZVPD" e_lumo_ev="4.34 / 4.34" s_squared=8.77 homo_energy_ev="-1.986 / -1.902" charge=-2 multiplicity=6
Fe 0.113 -0.586 0.366
N -0.778 2.555 -0.384
N 0.257 2.671 -1.336
C 1.225 1.684 -1.510
O 2.214 1.962 -2.201
O 0.979 0.531 -1.004
H -1.277 1.698 -0.604
H -0.369 2.446 0.542
H 0.622 3.602 -1.437
C -5.379 -3.108 -2.726
O -5.925 -2.408 -1.628
C -5.046 -1.675 -0.868
C -5.597 -1.126 0.306
C -4.763 -0.410 1.129
C -3.404 -0.216 0.845
C -2.524 0.466 1.788
C -3.095 1.359 2.866
O -1.304 0.354 1.742
C -2.856 -0.720 -0.373
O -1.666 -0.477 -0.758
C -3.733 -1.477 -1.214
H -6.181 -3.724 -3.129
H -4.546 -3.744 -2.417
H -5.025 -2.423 -3.503
H -6.641 -1.289 0.534
H -5.171 0.000 2.045
H -3.803 0.822 3.499
H -3.622 2.197 2.404
H -2.268 1.727 3.470
H -3.296 -1.880 -2.116
C 2.231 -5.162 -2.536
C 0.873 -4.489 -2.528
O 0.876 -3.330 -3.359
P 0.883 -1.882 -2.534
O 1.203 -0.925 -3.813
C 0.188 0.046 -4.109
C -0.499 -0.299 -5.411
O 2.362 -1.960 -1.861
C 3.502 -1.248 -2.352
C 4.666 -1.598 -1.454
H 2.239 -6.009 -1.844
H 2.994 -4.452 -2.219
H 2.481 -5.521 -3.538
H 0.590 -4.231 -1.500
H 0.107 -5.165 -2.919
H 0.687 1.015 -4.150
H -0.531 0.085 -3.284
H 0.222 -0.334 -6.231
H -1.257 0.453 -5.645
H -0.980 -1.277 -5.347
H 3.282 -0.178 -2.324
H 3.699 -1.528 -3.392
H 4.425 -1.355 -0.419
H 5.551 -1.029 -1.749
H 4.902 -2.664 -1.506
Se 0.264 -2.708 1.185
F 1.285 0.677 1.739
B 1.441 1.685 2.761
F 2.801 1.825 3.041
F 0.917 2.891 2.248
F 0.740 1.303 3.908

(ii)
61
Properties=species:S:1:pos:R:3 method="wB97M-V/def2-TZVPD" e_lumo_ev="4.45 / 4.43" s_squared=8.77 homo_energy_ev="-2.397 / -2.324" charge=-2 multiplicity=6
Fe 1.289 -1.148 1.653
N -1.821 -1.340 2.706
N -1.751 -2.733 2.909
C -0.525 -3.441 3.010
O -0.606 -4.583 3.480
O 0.522 -2.849 2.597
H -1.088 -0.878 3.240
H -1.610 -1.169 1.728
H -2.431 -3.054 3.574
C -1.392 -5.791 -2.367
O -0.974 -4.828 -3.310
C -0.496 -3.651 -2.801
C 0.149 -2.810 -3.732
C 0.709 -1.642 -3.294
C 0.646 -1.233 -1.949
C 1.308 -0.060 -1.460
C 1.911 0.951 -2.408
O 1.419 0.192 -0.248
C -0.069 -2.057 -1.008
O -0.245 -1.730 0.204
C -0.613 -3.288 -1.488
H -1.596 -6.701 -2.930
H -2.301 -5.479 -1.844
H -0.612 -5.986 -1.626
H 0.227 -3.127 -4.764
H 1.247 -1.033 -4.010
H 1.489 0.900 -3.409
H 2.988 0.774 -2.448
H 1.728 1.941 -1.991
H -1.093 -3.908 -0.744
C -2.444 3.901 3.236
C -1.498 2.793 2.806
O -1.588 2.660 1.395
P -0.438 1.675 0.671
O 0.571 2.909 0.234
C 1.902 3.005 0.738
C 2.312 4.467 0.695
O -1.226 1.493 -0.740
C -1.770 2.560 -1.512
C -3.239 2.812 -1.194
H -2.440 3.995 4.324
H -3.455 3.674 2.896
H -2.137 4.850 2.794
H -1.774 1.848 3.284
H -0.473 3.025 3.113
H 2.567 2.395 0.125
H 1.956 2.625 1.760
H 2.274 4.842 -0.330
H 3.327 4.582 1.080
H 1.636 5.065 1.309
H -1.674 2.248 -2.556
H -1.184 3.468 -1.359
H -3.790 1.872 -1.247
H -3.666 3.520 -1.909
H -3.334 3.211 -0.188
Se 1.417 0.341 3.312
F 3.203 -1.767 0.808
B 4.379 -2.025 -0.019
F 4.432 -3.388 -0.292
F 4.234 -1.278 -1.195
F 5.509 -1.613 0.688

It is (ii) that is the least stable of them.